# 1
Computed, not measured: a cluster of 10 separate species, C41H62BN9O in total at a distorted geometry, with wB97M-V/def2-TZVPD.

```
114
Properties=species:S:1:pos:R:3
C -35.734 -17.311 -9.388
C -35.468 -18.750 -9.048
C -36.191 -19.737 -9.997
C -35.479 -21.003 -10.352
C -34.103 -20.640 -10.729
C -33.243 -20.058 -9.620
N -33.913 -18.936 -9.017
O -33.287 -18.031 -8.525
C -31.896 -19.683 -10.399
C -32.845 -21.027 -8.525
C -35.949 -18.992 -7.589
H -35.421 -16.620 -8.555
H -36.877 -17.135 -9.627
H -35.262 -17.307 -10.378
H -36.048 -19.041 -11.006
H -37.156 -19.897 -10.020
H -35.976 -21.655 -11.048
H -35.461 -21.853 -9.485
H -34.170 -19.939 -11.679
H -33.594 -21.530 -10.996
H -31.663 -20.491 -10.974
H -31.217 -19.481 -9.563
H -31.934 -18.753 -11.047
H -32.166 -20.553 -7.935
H -32.301 -21.765 -8.794
H -33.796 -21.403 -8.055
H -36.997 -19.060 -7.186
H -35.635 -18.094 -7.060
H -35.299 -19.766 -6.983
B -36.280 -19.256 -14.612
H -35.795 -19.713 -15.456
H -35.535 -18.351 -14.189
H -37.213 -18.772 -14.908
H -36.497 -20.027 -13.514
N -40.782 -18.160 -5.091
C -41.154 -18.878 -6.238
C -40.388 -18.268 -7.447
C -39.509 -17.160 -6.725
C -39.706 -17.235 -5.319
H -41.381 -18.296 -4.064
H -41.978 -19.742 -6.290
H -40.450 -18.940 -8.393
H -38.705 -16.626 -6.998
H -39.301 -16.598 -4.417
N -35.148 -13.212 -4.361
C -34.708 -13.433 -5.724
C -35.922 -14.138 -6.490
C -36.979 -14.229 -5.381
C -36.426 -13.703 -4.055
H -34.503 -12.578 -3.681
H -33.755 -13.038 -6.305
H -35.935 -14.058 -7.449
H -38.015 -14.685 -5.544
H -36.635 -13.635 -2.948
N -29.942 -13.773 -10.306
C -29.889 -13.870 -8.861
C -30.976 -14.798 -8.442
C -31.736 -15.227 -9.672
C -31.039 -14.348 -10.825
H -29.653 -13.011 -10.971
H -29.191 -13.143 -8.221
H -31.000 -15.130 -7.613
H -32.462 -15.734 -9.798
H -31.265 -14.289 -12.073
N -38.785 -20.322 -5.153
C -39.289 -21.576 -4.697
C -38.151 -22.500 -4.320
C -36.914 -21.635 -4.526
C -37.461 -20.273 -5.021
H -39.252 -19.512 -5.224
H -40.463 -21.468 -4.920
H -38.147 -23.523 -4.161
H -35.788 -21.646 -4.403
H -36.905 -19.315 -5.213
N -37.905 -22.700 -7.338
C -36.939 -23.752 -7.535
C -36.831 -24.003 -9.071
C -37.940 -23.223 -9.708
C -38.484 -22.479 -8.582
H -38.099 -22.240 -6.530
H -36.287 -24.210 -6.800
H -36.396 -24.999 -9.325
H -38.170 -23.010 -10.913
H -38.961 -21.714 -8.835
N -37.236 -14.273 -13.281
C -37.149 -13.042 -12.755
C -36.028 -12.987 -11.732
C -35.193 -14.331 -11.956
C -36.076 -15.080 -12.937
H -37.765 -14.561 -14.039
H -37.894 -12.285 -13.112
H -35.790 -12.213 -11.051
H -34.312 -14.761 -11.561
H -35.892 -16.092 -13.595
N -34.550 -26.404 -6.596
C -34.029 -25.289 -5.956
C -33.112 -24.502 -6.985
C -33.159 -25.414 -8.197
C -34.010 -26.621 -7.831
H -35.225 -26.937 -6.160
H -34.307 -25.236 -4.934
H -32.668 -23.538 -6.968
H -32.667 -25.021 -9.094
H -34.248 -27.549 -8.305
N -39.410 -20.135 -12.469
C -40.351 -21.030 -12.645
C -41.590 -20.548 -11.760
C -41.178 -19.333 -10.980
C -39.714 -19.066 -11.461
H -38.729 -20.353 -13.030
H -40.240 -21.720 -13.457
H -42.434 -21.019 -11.911
H -41.872 -18.697 -10.224
H -39.101 -18.391 -11.177
```

Results
* spin multiplicity: 1
* highest occupied orbital energy: -7.11 eV
* strongest force on any atom: 17.753 eV Å⁻¹
* energy relative to the best compared isomer or geometry (same formula, charge and spin): 817.29 kJ/mol
* DFT total energy: -2191.11216 Eh
* orbital gap: 0.1399 hartree
* LUMO energy: -3.3 eV


# 2
Computed, not measured: a cluster of 2 separate species, C14H13N2O4 in total at a distorted geometry, with wB97M-V/def2-TZVPD.

```
33
Properties=species:S:1:pos:R:3
C 3.486 -0.495 3.766
O 2.140 -0.833 3.985
C 1.401 -1.056 2.824
C 0.035 -1.315 2.967
C -0.761 -1.551 1.880
C -0.224 -1.550 0.593
C -1.073 -1.850 -0.539
C -0.646 -2.030 -1.785
N -1.578 -2.352 -2.832
O -1.123 -2.725 -3.921
O -2.791 -2.243 -2.608
C 1.140 -1.295 0.444
C 1.934 -1.053 1.531
H 3.945 -0.282 4.733
H 4.006 -1.333 3.298
H 3.541 0.397 3.139
H -0.372 -1.341 3.961
H -1.808 -1.764 2.013
H -2.133 -1.951 -0.363
H 0.390 -1.964 -2.052
H 1.579 -1.304 -0.536
H 2.984 -0.887 1.383
N -1.089 1.279 -1.463
C -2.034 2.117 -0.919
O -2.755 1.737 0.002
C -2.185 3.457 -1.410
C -1.384 3.914 -2.400
C -0.440 3.046 -2.929
C -0.352 1.768 -2.439
H -2.944 4.080 -0.970
H -1.473 4.924 -2.769
H 0.214 3.373 -3.719
H 0.367 1.084 -2.866
```

Results
* spin multiplicity: 1
* highest occupied orbital energy: -3.08 eV
* strongest force on any atom: 1.838 eV Å⁻¹
* net charge: -1
* energy relative to the best compared isomer or geometry (same formula, charge and spin): 308.28 kJ/mol
* DFT total energy: -951.68136 Eh
* orbital gap: 0.1940 hartree
* LUMO energy: 2.2 eV


# 3
Computed, not measured: a cluster of 2 separate species, C3H4Se in total at a distorted geometry, with wB97M-V/def2-TZVPD.

```
8
Properties=species:S:1:pos:R:3
C -0.524 1.793 -1.417
C 0.024 0.936 -0.782
C 0.739 -0.575 0.696
Se -0.453 -0.413 2.111
H -0.629 2.658 -2.052
H 1.634 -0.025 0.789
H 0.896 -1.503 0.009
H -1.064 -1.812 1.945
```

Results
* spin multiplicity: 1
* highest occupied orbital energy (alpha / beta): -9.15 / -9.15 eV
* strongest force on any atom: 4.521 eV Å⁻¹
* energy relative to the best compared isomer or geometry (same formula, charge and spin): 286.10 kJ/mol
* DFT total energy: -2517.92856 Eh
* orbital gap (alpha / beta): 0.3341 / 0.3341 hartree
* LUMO energy (alpha / beta): -0.1 / -0.1 eV


# 4
Computed, not measured: the molecule C24H26N2O5S2 at a distorted geometry, with wB97M-V/def2-TZVPD.

```
59
Properties=species:S:1:pos:R:3
C -7.933 -2.008 -0.339
C -6.447 -1.911 -0.185
C -5.817 -0.673 -0.092
C -4.447 -0.581 0.030
C -3.672 -1.742 0.061
C -2.240 -1.636 0.190
N -1.550 -0.534 0.280
C -0.246 -0.912 0.369
S 0.955 0.394 0.379
O 1.763 0.237 -0.813
O 1.678 0.371 1.627
C -0.052 1.852 0.261
C -0.478 2.468 1.420
C -1.312 3.567 1.326
C -1.721 4.044 0.084
C -2.611 5.244 -0.008
C -1.273 3.405 -1.068
C -0.438 2.305 -0.984
C -0.184 -2.286 0.333
S 1.046 -3.506 0.355
C 2.464 -2.701 1.187
C 3.715 -2.792 0.306
O 4.517 -3.689 0.446
N 3.790 -1.832 -0.628
C 4.956 -1.669 -1.458
C 5.776 -0.425 -1.075
C 4.972 0.893 -1.102
C 4.852 1.272 0.376
C 6.091 0.606 0.969
O 6.267 -0.592 0.246
O -1.455 -2.740 0.222
C -4.294 -2.987 -0.031
C -5.666 -3.062 -0.153
H -8.324 -2.861 0.211
H -8.422 -1.103 0.014
H -8.188 -2.143 -1.390
H -6.413 0.228 -0.115
H -3.951 0.374 0.103
H -0.146 2.084 2.371
H -1.654 4.060 2.224
H -2.010 6.153 0.033
H -3.165 5.248 -0.944
H -3.313 5.271 0.821
H -1.583 3.769 -2.036
H -0.078 1.796 -1.865
H 2.640 -3.276 2.096
H 2.200 -1.676 1.429
H 3.097 -1.092 -0.662
H 4.655 -1.594 -2.508
H 5.577 -2.555 -1.311
H 6.630 -0.371 -1.769
H 5.528 1.656 -1.648
H 3.998 0.769 -1.569
H 3.948 0.847 0.811
H 4.845 2.348 0.536
H 6.974 1.253 0.842
H 5.989 0.346 2.023
H -3.694 -3.883 -0.006
H -6.143 -4.029 -0.224
```

Results
* spin multiplicity: 1
* highest occupied orbital energy: -8.14 eV
* structure (SMILES): Cc1ccc(-c2nc(S(=O)(=O)c3ccc(C)cc3)c(SCC(=O)NC[C@H]3CCCO3)o2)cc1
* strongest force on any atom: 1.445 eV Å⁻¹
* energy relative to the best compared isomer or geometry (same formula, charge and spin): 38.18 kJ/mol
* DFT total energy: -2212.23490 Eh
* orbital gap: 0.3065 hartree
* LUMO energy: 0.2 eV


# 5
Computed, not measured: a structure of composition C36H34ClIrN3O6PSeSi2 at a distorted geometry, with wB97M-V/def2-TZVPD.

```
85
Properties=species:S:1:pos:R:3
Ir 0.241 -0.427 1.164
O -0.824 3.009 3.228
C -0.444 2.256 2.356
O -0.008 1.061 2.572
C -0.401 2.786 0.886
P -0.258 1.419 -0.323
C -1.949 0.791 -0.602
C -3.189 -1.894 -0.508
C -4.423 -1.285 -0.579
C -4.840 -0.131 -1.317
C -4.094 0.868 -1.848
C -2.712 1.229 -1.617
C 0.170 2.110 -1.950
C 0.323 3.472 -2.181
C 0.645 3.934 -3.451
C 0.813 3.040 -4.495
C 0.651 1.679 -4.274
C 0.328 1.219 -3.011
H 0.483 3.427 0.821
H -1.284 3.404 0.714
H -3.215 -2.809 0.075
H -5.215 -1.747 -0.002
H -5.914 -0.045 -1.445
H -4.642 1.582 -2.456
H -2.329 1.997 -2.286
H 0.206 4.180 -1.371
H 0.770 4.997 -3.619
H 1.070 3.401 -5.483
H 0.788 0.973 -5.083
H 0.189 0.159 -2.848
C 0.413 -1.502 4.607
Si -0.125 -2.055 2.882
C 0.643 -3.735 2.460
C -1.980 -2.383 3.072
C -2.454 -3.289 4.028
C -3.804 -3.478 4.238
C -4.720 -2.729 3.504
C -4.262 -1.832 2.559
C -2.896 -1.669 2.316
Si -2.278 -0.399 0.971
C -2.255 -2.013 -1.684
C -3.323 1.063 1.690
H -0.222 -1.964 5.364
H 0.319 -0.421 4.703
H 1.451 -1.765 4.818
H 0.147 -4.532 3.016
H 1.706 -3.749 2.704
H 0.541 -3.950 1.397
H -1.744 -3.851 4.625
H -4.150 -4.187 4.981
H -5.783 -2.839 3.682
H -4.987 -1.236 2.020
H -2.270 -1.147 -2.335
H -2.598 -2.881 -2.250
H -1.242 -2.211 -1.365
H -4.153 1.296 1.022
H -2.736 1.971 1.779
H -3.708 0.828 2.680
O 2.043 -3.015 -4.449
C 2.867 -1.988 -4.414
O 3.558 -1.693 -5.363
C 2.929 -1.179 -3.160
C 3.721 -0.051 -3.033
Cl 4.686 0.726 -4.197
N 3.541 0.462 -1.795
N 2.636 -0.257 -1.122
C 2.249 -1.243 -1.905
C 1.187 -2.177 -1.373
O 0.815 -3.116 -2.095
O 0.680 -1.953 -0.235
C 4.209 1.495 -1.076
C 5.536 1.813 -1.318
C 6.154 2.772 -0.529
C 5.468 3.385 0.508
C 4.149 3.037 0.759
C 3.515 2.099 -0.035
H 1.557 -3.161 -3.557
H 6.093 1.311 -2.095
H 7.190 3.020 -0.716
H 5.968 4.108 1.138
H 3.616 3.476 1.591
H 2.506 1.784 0.174
Se 2.620 -0.857 1.997
C 2.891 0.261 3.427
N 3.146 0.947 4.320
```

Results
* spin multiplicity: 2
* highest occupied orbital energy (alpha / beta): -5.01 / -5.17 eV
* strongest force on any atom: 1.904 eV Å⁻¹
* net charge: -1
* DFT total energy: -5894.36422 Eh
* orbital gap (alpha / beta): 0.2168 / 0.2069 hartree
* LUMO energy (alpha / beta): 0.9 / 0.5 eV


# 6
Computed, not measured: the molecule C3H10FN2PS at a distorted geometry, with wB97M-V/def2-TZVPD.

```
18
Properties=species:S:1:pos:R:3
C 1.505 -0.479 -1.140
N 0.111 -0.111 -1.379
C -0.219 1.195 -1.911
N -0.845 -0.760 -0.647
P -1.194 -0.124 1.395
C 0.189 -0.756 2.475
F -0.691 1.470 1.301
S -2.908 -0.146 2.366
H 1.994 0.380 -0.492
H 1.605 -1.434 -0.626
H 2.073 -0.605 -2.011
H -1.233 1.164 -2.476
H -0.599 1.839 -1.123
H 0.437 1.616 -2.685
H -1.795 -0.548 -0.988
H 1.130 -0.452 1.992
H 0.204 -0.392 3.506
H 0.237 -1.856 2.443
```

Results
* spin multiplicity: 1
* highest occupied orbital energy: -7.91 eV
* structure (SMILES): CN(C)N[P@@](C)(F)=S
* strongest force on any atom: 3.415 eV Å⁻¹
* DFT total energy: -1069.17625 Eh
* orbital gap: 0.2976 hartree
* LUMO energy: 0.2 eV


Q: Which formula does entry 1 have?
A: C41H62BN9O


What did the second record say?
Computed, not measured: a cluster of 2 separate species, C14H13N2O4 in total at a distorted geometry, with wB97M-V/def2-TZVPD.

```
33
Properties=species:S:1:pos:R:3
C 3.486 -0.495 3.766
O 2.140 -0.833 3.985
C 1.401 -1.056 2.824
C 0.035 -1.315 2.967
C -0.761 -1.551 1.880
C -0.224 -1.550 0.593
C -1.073 -1.850 -0.539
C -0.646 -2.030 -1.785
N -1.578 -2.352 -2.832
O -1.123 -2.725 -3.921
O -2.791 -2.243 -2.608
C 1.140 -1.295 0.444
C 1.934 -1.053 1.531
H 3.945 -0.282 4.733
H 4.006 -1.333 3.298
H 3.541 0.397 3.139
H -0.372 -1.341 3.961
H -1.808 -1.764 2.013
H -2.133 -1.951 -0.363
H 0.390 -1.964 -2.052
H 1.579 -1.304 -0.536
H 2.984 -0.887 1.383
N -1.089 1.279 -1.463
C -2.034 2.117 -0.919
O -2.755 1.737 0.002
C -2.185 3.457 -1.410
C -1.384 3.914 -2.400
C -0.440 3.046 -2.929
C -0.352 1.768 -2.439
H -2.944 4.080 -0.970
H -1.473 4.924 -2.769
H 0.214 3.373 -3.719
H 0.367 1.084 -2.866
```

Results
* spin multiplicity: 1
* highest occupied orbital energy: -3.08 eV
* strongest force on any atom: 1.838 eV Å⁻¹
* net charge: -1
* energy relative to the best compared isomer or geometry (same formula, charge and spin): 308.28 kJ/mol
* DFT total energy: -951.68136 Eh
* orbital gap: 0.1940 hartree
* LUMO energy: 2.2 eV


Q: Look up the spin multiplicity of the first one.
A: 1